No. 1
Formula: C21H24HfN2OP2
Source: the OMol25 dataset
Level of theory: ωB97M-V/def2-TZVPD

Computed properties:
- Gap between HOMO and LUMO: 6.841 eV
- Total energy: -47062.5940 eV
- Energy relative to the best compared isomer or geometry (same formula, charge and spin): 11.2 kJ/mol
- 2S+1: 1
- HOMO energy: -14.85 eV
- Total charge: +2

The geometry in XYZ format:
```
51
Properties=species:S:1:pos:R:3:forces:R:3
C -2.04485 -2.50970 2.51537 0.9 0.9 -0.8
C -1.20219 -2.04035 1.50081 0.4 0.3 0.5
C -1.70579 -1.10234 0.55564 0.0 0.8 -0.1
C -3.08761 -0.73921 0.58968 -0.1 0.2 -0.2
C -3.90540 -1.24481 1.63967 0.1 -0.1 0.2
C -3.37595 -2.07563 2.59773 -0.2 0.0 -0.3
C -3.55885 0.15703 -0.39324 -0.1 -0.3 -0.3
C -2.77514 0.51708 -1.50944 0.2 0.1 0.0
C -1.40299 0.11761 -1.51123 0.0 0.3 0.8
C -0.57596 0.38911 -2.64209 0.5 0.6 -0.1
C -1.08175 1.18044 -3.68595 0.4 -0.4 1.3
C -2.40460 1.66161 -3.62947 -0.1 0.0 0.0
C -3.24413 1.31485 -2.59443 0.1 -0.1 -0.2
H -1.59888 -3.12770 3.29601 -0.3 -0.1 -0.3
H -4.94954 -0.95487 1.67830 0.1 0.0 0.0
H -3.96209 -2.43302 3.42641 -0.3 0.0 0.0
H -4.58676 0.53039 -0.33968 0.3 -0.2 0.0
H -0.39143 1.49604 -4.47807 -0.5 -0.3 0.1
H -2.72675 2.31759 -4.43018 -0.2 -0.1 0.1
H -4.27995 1.63312 -2.59669 0.1 0.0 0.0
N -0.87617 -0.39722 -0.31918 -0.1 -2.1 -1.4
Hf 0.56374 0.91071 0.58154 -1.2 0.6 1.7
C 0.27664 -2.39494 1.51121 -0.1 0.1 0.2
H 0.64197 -2.65860 0.50113 -0.1 0.0 0.5
H 0.46092 -3.21741 2.22364 -0.1 0.1 -0.5
C 0.88817 -0.04410 -2.65135 -0.1 0.2 0.2
H 1.00739 -1.10249 -2.35048 -0.1 0.4 -0.3
H 1.33523 0.13645 -3.64271 -0.3 -0.4 0.3
P 1.30690 -0.97577 2.14048 0.3 -2.1 1.3
P 1.91152 0.99310 -1.48327 0.9 -0.2 -3.1
C 2.12386 2.53051 -2.43268 -0.1 0.3 0.4
H 2.81812 3.17882 -1.88557 -0.1 0.0 -0.2
H 2.53282 2.29643 -3.42240 -0.1 0.0 0.2
H 1.16375 3.04941 -2.53257 0.2 -0.1 0.0
C 3.53986 0.19432 -1.53541 0.0 0.0 0.4
H 3.94763 0.24157 -2.54864 -0.1 0.0 0.1
H 4.19886 0.72096 -0.84194 0.0 -0.1 -0.1
H 3.45385 -0.84832 -1.21493 0.1 0.1 -0.1
C 0.81929 -0.83997 3.90608 0.1 0.2 -0.4
H 0.95726 -1.81413 4.39651 0.0 0.3 -0.1
H 1.47251 -0.08143 4.36017 -0.3 -0.2 0.1
H -0.23207 -0.52456 3.96047 0.3 -0.1 0.2
C 3.01505 -1.65230 2.16600 -0.3 0.4 -0.1
H 3.67641 -0.85477 2.52435 0.0 -0.2 -0.1
H 3.05024 -2.51643 2.84281 0.0 0.2 -0.2
H 3.29665 -1.94715 1.14645 0.1 0.0 0.3
C -0.01646 2.98708 0.47010 4.4 5.5 -1.6
O 0.16902 4.15681 0.35195 -2.7 -4.5 0.9
H -1.05037 1.97183 0.77746 -1.0 0.1 0.7
N 3.74947 1.84560 1.68427 -2.5 -0.7 -0.8
C 2.65856 1.56874 1.32735 1.8 0.7 0.7
```
Positions in Å, forces in eV/Å.

Atom charges from the Löwdin analysis, given in e for atoms 1 to 8:
1. C 0.017
2. C -0.216
3. C -0.172
4. C -0.122
5. C 0.023
6. C -0.023
7. C 0.130
8. C -0.127

***

No. 2
Formula: C21H24IN5S4Sr
Source: the OMol25 dataset
Level of theory: ωB97M-V/def2-TZVPD

Computed properties:
- Gap between HOMO and LUMO (alpha / beta): 3.593 / 3.588 eV
- Total energy: -81890.1477 eV
- Energy relative to the best compared isomer or geometry (same formula, charge and spin): 536.8 kJ/mol
- 2S+1: 1
- HOMO energy (alpha / beta): -0.09 / -0.08 eV
- Total charge: -2

The geometry in XYZ format:
```
56
Properties=species:S:1:pos:R:3:forces:R:3
Sr -0.62566 -0.68934 -0.23620 -0.8 0.0 4.5
C -2.23856 -0.06776 -2.44032 -0.2 -0.1 0.1
C -3.56182 -0.30350 -1.67748 0.4 0.6 -0.6
N -3.35668 -1.09302 -0.45582 0.2 0.2 -0.8
C -3.21253 -2.58944 -0.59986 0.2 -0.5 -0.3
C -2.12066 -3.01550 -1.57457 0.2 0.1 -0.2
C -2.41744 -3.28341 -2.88318 -0.1 -0.1 0.1
C -1.39145 -3.30992 -3.87112 0.1 0.1 0.0
C -0.12737 -2.82007 -3.47262 -0.3 0.0 0.0
C 0.11919 -2.59343 -2.13838 0.5 -0.1 -0.1
C 1.51190 -2.00585 -1.72750 -0.2 -0.4 -0.5
N 1.66631 -0.68754 -0.99175 -0.1 -0.4 -1.3
C 1.43601 0.55722 -1.77759 -0.4 0.2 -0.4
C 0.05362 0.53200 -2.53678 0.4 -0.3 0.0
N -1.26251 0.96324 -1.96054 0.3 -0.7 -0.6
N -0.79299 -2.92735 -1.14909 -0.1 0.6 -0.1
H -1.77543 -1.04540 -2.31658 0.2 0.2 -0.5
H -2.38611 -0.00073 -3.52307 -0.2 0.1 0.0
H -3.99679 0.67109 -1.43290 -0.1 -0.1 0.3
H -4.21095 -0.75762 -2.44044 -0.2 -0.3 0.3
H -4.14055 -0.89621 0.15088 0.2 -0.2 0.4
H -2.99634 -2.97770 0.39666 0.0 0.0 0.0
H -4.12571 -3.07750 -0.95794 -0.2 0.3 0.1
H -3.45664 -3.40837 -3.17315 0.0 0.0 0.0
H -1.60928 -3.52157 -4.90916 0.0 0.0 0.0
H 0.61684 -2.55617 -4.21950 0.1 -0.1 0.0
H 1.94876 -2.77379 -1.08482 0.2 0.2 0.2
H 2.07111 -1.96925 -2.67134 0.1 0.0 0.1
H 2.59043 -0.68115 -0.58777 -0.1 0.2 0.3
H 1.53109 1.41548 -1.11230 0.1 -0.1 0.1
H 2.14069 0.65569 -2.61384 0.2 -0.1 0.2
H 0.18172 0.87256 -3.56609 0.0 0.3 0.1
H -0.03565 -0.54589 -2.63606 -0.3 0.1 -0.8
H -1.51233 1.88678 -2.28203 0.0 0.0 0.2
S -3.24512 -5.63381 1.38304 0.0 0.1 0.0
S -2.88415 -4.39569 3.00367 0.0 0.0 0.0
S -0.88422 -3.89118 3.19376 -0.1 0.1 -0.2
S -0.56212 -1.91769 2.58882 0.1 0.1 -0.2
I -1.17235 0.28101 5.34673 -0.1 0.0 -0.1
C -2.52042 1.78632 5.33945 -0.1 0.2 0.0
H -2.21153 2.73845 4.93307 0.1 0.0 0.0
H -3.56823 1.52732 5.29757 0.0 -0.1 0.1
N 6.78845 5.92248 3.96756 0.0 0.0 0.0
C 5.90713 5.27670 3.60119 0.0 0.0 0.0
C 4.81444 4.47398 3.13825 0.0 0.0 0.0
C 4.00613 4.92585 2.09256 0.0 0.0 0.0
C 2.96006 4.15021 1.63963 0.0 0.0 0.0
C 2.68054 2.89050 2.20384 0.0 0.0 0.1
C 3.50007 2.46011 3.26637 0.0 0.0 0.0
C 4.54593 3.23281 3.72330 0.0 0.0 0.0
C 1.62350 2.08048 1.72140 -0.1 0.1 -0.1
C 0.71942 1.35819 1.29523 -0.1 0.0 -0.3
H 4.20815 5.89004 1.64287 0.0 0.0 0.0
H 2.32898 4.50186 0.83423 0.0 0.0 0.0
H 3.28625 1.50153 3.71955 0.0 0.0 0.0
H 5.16487 2.88392 4.54018 0.0 0.0 0.0
```
Positions in Å, forces in eV/Å.

Atom charges from the Löwdin analysis, given in e for atoms 1 to 8:
1. Sr 1.273
2. C -0.252
3. C -0.212
4. N -0.100
5. C -0.169
6. C -0.338
7. C -0.099
8. C -0.120

***

No. 3
Formula: C21H24IN5S4Sr
Source: the OMol25 dataset
Level of theory: ωB97M-V/def2-TZVPD

Computed properties:
- Gap between HOMO and LUMO: 4.714 eV
- Total energy: -81894.0928 eV
- Energy relative to the best compared isomer or geometry (same formula, charge and spin): 156.1 kJ/mol
- 2S+1: 1
- HOMO energy: -1.04 eV
- Total charge: -2

The geometry in XYZ format:
```
56
Properties=species:S:1:pos:R:3:forces:R:3
Sr 0.71317 0.52569 -0.38951 -3.6 2.7 -2.2
C 3.13533 -0.69536 -1.97186 0.0 -0.3 0.4
C 2.11311 -0.91627 -3.09688 -0.1 0.1 -0.2
N 0.70811 -0.87629 -2.65805 0.4 -0.3 0.1
C 0.05484 -2.12359 -2.24243 0.3 -0.2 0.3
C 0.68946 -2.62507 -0.94809 -0.2 -0.1 0.2
C 1.55801 -3.70775 -0.88410 0.0 0.0 0.0
C 2.33396 -3.88042 0.25673 0.0 0.0 -0.1
C 2.29408 -2.92829 1.25921 -0.1 -0.1 -0.2
C 1.36007 -1.89867 1.15090 -0.2 0.0 0.5
C 1.39211 -0.79495 2.26404 0.0 -0.3 -0.1
N 1.34803 0.65568 1.92301 1.1 -0.7 0.2
C 2.58892 1.27171 1.29767 0.6 0.0 -0.1
C 3.19337 0.34476 0.19610 0.0 -0.6 0.2
N 3.02267 0.58769 -1.25872 0.2 -0.3 0.4
N 0.48254 -1.86038 0.13709 0.9 0.0 0.2
H 4.15810 -0.91729 -2.30076 0.0 0.3 -0.3
H 2.95901 -1.49127 -1.23840 0.0 0.0 -0.1
H 2.34930 -1.87507 -3.58516 0.0 0.0 0.0
H 2.22810 -0.13547 -3.85057 0.0 0.0 0.0
H 0.10316 -0.37728 -3.31442 -0.1 0.0 0.2
H 0.11933 -2.93622 -2.98093 0.0 0.1 -0.1
H -0.99441 -1.87221 -2.06394 0.0 0.0 -0.1
H 1.67442 -4.36029 -1.73954 0.0 0.0 0.0
H 3.03148 -4.70664 0.31993 0.0 0.0 0.0
H 3.00489 -2.94424 2.07443 0.0 0.0 0.0
H 2.28777 -1.02926 2.85504 0.0 0.0 0.0
H 0.51538 -1.03179 2.87113 0.0 0.4 0.1
H 1.14772 1.15971 2.77344 -0.3 0.1 -0.1
H 3.37366 1.42390 2.04012 -0.1 0.0 0.0
H 2.36442 2.26350 0.86537 -0.3 -0.3 0.4
H 2.59685 -0.54815 0.31919 0.8 -0.5 0.2
H 4.22683 0.09271 0.43050 0.0 0.1 0.0
H 3.71047 1.27046 -1.56970 0.0 0.0 0.0
S 5.97564 1.56220 -0.41272 0.5 0.2 -0.1
S 4.98595 3.26736 0.22431 0.0 -0.1 0.0
S 3.66402 3.85962 -1.33092 0.1 0.2 0.0
S 1.73012 4.38557 -0.71933 0.0 0.1 -0.1
I -2.39584 0.72484 -3.33066 0.1 -0.2 -0.1
C 0.56677 3.13730 -1.11661 0.4 0.0 0.1
H -0.27962 3.23887 -0.42972 0.0 0.0 0.0
H 0.27334 3.22735 -2.16196 -0.2 0.0 0.1
N -9.65061 1.01604 2.38149 0.0 0.0 0.0
C -8.52176 1.00851 2.14820 0.0 0.0 0.0
C -7.11703 0.99466 1.86979 0.0 0.0 0.0
C -6.62665 0.38426 0.70989 0.0 0.0 0.0
C -5.27287 0.35808 0.45558 0.0 0.0 0.0
C -4.35157 0.93754 1.35098 0.0 0.0 0.0
C -4.86623 1.56625 2.50025 0.0 0.0 0.0
C -6.22052 1.59293 2.75851 0.0 0.0 0.0
C -2.96231 0.87956 1.08322 -0.1 0.1 0.0
C -1.79768 0.83545 0.68581 0.2 -0.2 0.2
H -7.32119 -0.06180 0.00923 0.0 0.0 0.0
H -4.88623 -0.08906 -0.45131 0.0 0.0 0.0
H -4.17081 2.03272 3.18539 0.0 0.0 0.0
H -6.59918 2.07814 3.64974 0.0 0.0 0.0
```
Positions in Å, forces in eV/Å.

Atom charges from the Löwdin analysis, given in e for atoms 1 to 8:
1. Sr 1.257
2. C -0.207
3. C -0.184
4. N -0.155
5. C -0.174
6. C -0.260
7. C -0.030
8. C -0.055

***

No. 4
Formula: C21H24N2O7
Source: the OMol25 dataset
Level of theory: ωB97M-V/def2-TZVPD

Computed properties:
- SMILES: COc1cc(CCC(=O)OCC(=O)Nc2ccc(C(N)=O)cc2)cc(OC)c1OC
- Gap between HOMO and LUMO: 8.736 eV
- Total energy: -39479.6651 eV
- Energy relative to the best compared isomer or geometry (same formula, charge and spin): 235.4 kJ/mol
- 2S+1: 1
- HOMO energy: -8.15 eV
- Total charge: 0

The geometry in XYZ format:
```
54
Properties=species:S:1:pos:R:3:forces:R:3
C 3.64576 3.11780 -1.13598 0.1 0.4 -0.3
O 3.82421 2.10488 -0.16818 -0.1 -0.1 0.3
C 2.75377 1.49138 0.40177 -0.1 -0.2 0.2
C 3.06864 0.29009 1.03843 -0.1 0.2 0.1
C 2.10007 -0.48155 1.64537 0.0 0.3 0.1
C 2.44953 -1.81275 2.25893 0.1 0.0 0.0
C 3.16241 -2.74656 1.25815 -0.2 0.0 0.1
C 2.34446 -2.79273 -0.00226 0.2 -0.3 0.2
O 1.38302 -3.50681 -0.18113 0.0 -0.1 0.0
O 2.78644 -1.90669 -0.88816 0.3 0.1 -0.1
C 2.09973 -1.74227 -2.12541 -0.2 0.0 -0.4
C 0.83581 -0.87007 -1.99564 0.5 -0.4 0.0
O 0.78130 0.24167 -2.47032 0.0 0.2 -0.2
N -0.15739 -1.51349 -1.34154 -0.3 -0.5 0.2
C -1.43537 -1.06133 -1.01417 -0.2 0.2 0.0
C -1.94731 0.16429 -1.43048 0.1 0.1 -0.1
C -3.21937 0.53819 -1.04737 -0.2 -0.2 0.2
C -4.01601 -0.30469 -0.27760 0.2 0.1 -0.1
C -5.36605 0.17309 0.13372 0.0 -0.2 0.0
N -6.30622 -0.79764 0.26909 -0.3 -0.2 0.1
O -5.61137 1.34094 0.35097 0.0 0.3 0.0
C -3.50486 -1.53619 0.12584 -0.1 0.1 -0.1
C -2.22462 -1.90621 -0.23183 0.1 0.0 0.0
C 0.78816 -0.02452 1.65981 -0.2 0.0 0.1
C 0.45731 1.19638 1.09033 0.0 0.2 0.0
O -0.79602 1.73656 1.13719 0.6 0.2 -0.2
C -1.74440 1.17101 2.00785 -0.2 -0.1 0.2
C 1.43701 1.96560 0.43192 -0.1 0.1 -0.2
O 1.13916 3.20386 -0.09029 0.1 -0.3 0.5
C 0.13600 3.25503 -1.09117 -0.2 0.0 -0.3
H 4.64272 3.30396 -1.53654 -0.1 0.0 0.0
H 3.24861 4.03373 -0.69517 0.1 -0.1 -0.1
H 2.98695 2.78497 -1.94194 0.0 0.0 0.0
H 4.10081 -0.01871 1.01530 0.2 -0.1 -0.1
H 1.53913 -2.30049 2.61144 0.0 0.0 0.0
H 3.11086 -1.66565 3.11580 -0.1 -0.1 0.0
H 4.15293 -2.36236 1.02446 0.0 -0.1 0.0
H 3.23680 -3.74815 1.68130 0.0 0.0 -0.1
H 1.82792 -2.72319 -2.53368 0.1 0.1 0.0
H 2.80675 -1.23582 -2.78391 -0.2 0.0 0.1
H 0.07117 -2.43684 -0.97257 0.1 0.3 -0.2
H -1.34495 0.81583 -2.03873 0.0 0.0 0.0
H -3.61762 1.49683 -1.34198 0.0 0.1 0.0
H -6.14907 -1.73805 -0.04428 0.0 0.1 0.0
H -7.24550 -0.51820 0.49910 0.1 0.0 0.0
H -4.08953 -2.19336 0.75347 0.0 -0.1 0.1
H -1.81986 -2.85284 0.09808 0.0 -0.1 0.0
H 0.02828 -0.62012 2.14071 -0.1 0.0 0.1
H -1.38255 1.17341 3.04116 0.0 0.0 0.0
H -2.01172 0.15144 1.71664 0.0 0.0 0.0
H -2.62831 1.80184 1.92721 0.0 -0.1 0.0
H -0.85515 3.06593 -0.67567 0.1 0.0 -0.1
H 0.34747 2.53228 -1.88432 0.0 0.0 0.0
H 0.18007 4.26630 -1.49376 0.0 0.0 0.0
```
Positions in Å, forces in eV/Å.

Atom charges from the Löwdin analysis, given in e for atoms 1 to 8:
1. C -0.063
2. O -0.059
3. C -0.184
4. C 0.031
5. C -0.236
6. C -0.117
7. C -0.070
8. C -0.485